[1]
Here is C4H4O2S in the gas phase in a non-equilibrium geometry from OMol25. Energies are from wB97M-V/def2-TZVPD.

Geometry as ORCA input:
```
! wB97M-V def2-TZVPD RIJCOSX def2/J DEFGRID3
* xyz 0 1
H 0.972 1.058 -0.397
H -1.287 3.114 1.122
H -1.568 -1.114 0.715
C -1.337 0.925 0.850
O 1.207 0.128 -0.657
C -0.907 -0.288 0.466
C 0.306 -0.758 -0.262
O 0.342 2.480 0.128
H -2.286 0.979 1.418
S 0.481 -2.351 -0.560
C -0.715 2.241 0.670
*
```

Values from the calculation:
Molecular weight: 116.14 g mol⁻¹
HOMO level: -8.97 eV
F_max: 1.225 eV/A
ΔE to the lowest compared entry with this formula, charge and spin: 28.33 kcal per mole
Energy: -703.4468 a.u.



[2]
Here is 2 unconnected molecules or ions with the total composition CH4IN2 in a non-equilibrium geometry from OMol25. Energies are from wB97M-V/def2-TZVPD.

Geometry as ORCA input:
```
! wB97M-V def2-TZVPD RIJCOSX def2/J DEFGRID3
* xyz 1 1
H 0.008 1.104 1.627
I -1.948 -0.964 -0.489
H -0.575 2.320 1.225
C -0.095 -1.194 -0.661
N -0.241 1.310 0.671
N 0.827 -1.934 -0.969
H 1.631 -2.399 -1.243
H 0.393 1.756 -0.161
*
```

Values from the calculation:
Molecular weight: 170.96 g mol⁻¹
HOMO level: -14.02 eV
F_max: 9.646 eV/A
ΔE to the lowest compared entry with this formula, charge and spin: 99.70 kcal per mole
Energy: -447.2981 a.u.



[3]
Here is C4H11N3O in the gas phase in a non-equilibrium geometry from OMol25. Energies are from wB97M-V/def2-TZVPD.

Geometry as ORCA input:
```
! wB97M-V def2-TZVPD RIJCOSX def2/J DEFGRID3
* xyz 0 1
O 2.539 0.312 1.010
C 1.649 -0.362 0.548
C -1.354 -0.845 -0.854
C -1.201 1.637 -0.618
N -0.236 0.228 1.312
H -0.092 1.108 1.799
H -1.291 1.809 -1.692
H -0.565 2.411 -0.182
H -0.836 -0.420 1.805
N 1.602 -1.749 0.564
H 0.680 -2.145 0.427
N 0.925 0.162 -0.723
H 1.015 -0.444 -1.538
H 2.073 -2.123 1.375
H -0.962 -1.852 -0.780
H 1.328 1.076 -0.919
H -2.420 -0.775 -1.010
H -2.193 1.727 -0.178
C -0.660 0.246 -0.346
*
```

Values from the calculation:
Molecular weight: 117.15 g mol⁻¹
HOMO level: -6.62 eV
F_max: 1.561 eV/A
ΔE to the lowest compared entry with this formula, charge and spin: 90.67 kcal per mole
Energy: -398.4097 a.u.



[4]
Here is C3H9ClO3Si in the gas phase in a non-equilibrium geometry from OMol25. Energies are from wB97M-V/def2-TZVPD.

Geometry as ORCA input:
```
! wB97M-V def2-TZVPD RIJCOSX def2/J DEFGRID3
* xyz 0 1
H 1.352 1.726 -2.441
H -2.516 0.314 0.638
C -1.580 -0.064 0.194
O 2.309 1.503 0.479
H -0.687 -2.158 0.131
C -0.290 0.646 0.711
C -1.522 -1.556 0.493
H 3.140 1.701 0.004
H -0.427 1.731 0.720
H -0.035 0.240 1.706
Si 1.275 0.515 -0.315
O 1.818 -1.003 -0.528
H -2.444 -1.977 0.045
H 2.233 -1.091 -1.423
H -1.846 0.108 -0.862
O 0.795 1.201 -1.816
Cl -1.574 -1.835 2.265
*
```

Values from the calculation:
Molecular weight: 156.64 g mol⁻¹
HOMO level: -10.32 eV
F_max: 2.872 eV/A
ΔE to the lowest compared entry with this formula, charge and spin: 0.00 kcal per mole
Energy: -1095.2687 a.u.



[5]
Here is 2 unconnected molecules or ions with the total composition C4H12N2O in a non-equilibrium geometry from OMol25. Energies are from wB97M-V/def2-TZVPD.

Geometry as ORCA input:
```
! wB97M-V def2-TZVPD RIJCOSX def2/J DEFGRID3
* xyz 0 1
C -0.930 -0.505 -1.972
N -1.913 -1.383 -2.638
H 1.527 -0.833 2.483
C 1.495 0.796 1.053
O -0.173 0.382 2.768
H -0.278 -1.193 -1.392
H 0.230 -0.957 1.245
N -1.386 0.535 -1.081
H -0.518 -0.280 3.380
H -0.261 -0.054 -2.721
H -2.497 -0.936 -3.344
H -1.924 0.156 -0.287
H -1.873 1.256 -1.627
H -2.574 -1.781 -1.973
C 2.761 1.196 1.292
H 0.908 1.105 0.168
H 3.330 0.836 2.136
C 0.788 -0.226 1.894
H 3.287 1.887 0.616
*
```

Values from the calculation:
Molecular weight: 104.15 g mol⁻¹
HOMO level: -9.05 eV
F_max: 1.445 eV/A
ΔE to the lowest compared entry with this formula, charge and spin: 52.88 kcal per mole
Energy: -344.3008 a.u.



[6]
Here is C4H7Cl2N in the gas phase in a non-equilibrium geometry from OMol25. Energies are from wB97M-V/def2-TZVPD.

Geometry as ORCA input:
```
! wB97M-V def2-TZVPD RIJCOSX def2/J DEFGRID3
* xyz 0 1
N -1.923 -0.307 -0.447
C 0.644 -0.321 1.398
H -0.489 -1.576 -1.151
H -0.485 -0.077 -1.979
H -2.321 -0.912 0.373
C 1.484 0.785 -0.695
Cl 2.735 1.735 0.043
C -0.566 -0.515 -0.941
H -2.283 0.611 -0.435
H 1.358 0.993 -1.832
H 0.377 -1.390 1.776
C 0.568 0.032 -0.139
H 1.584 0.174 1.757
Cl -0.682 0.767 2.271
*
```

Values from the calculation:
Molecular weight: 140.01 g mol⁻¹
HOMO level: -9.04 eV
F_max: 3.525 eV/A
ΔE to the lowest compared entry with this formula, charge and spin: 25.11 kcal per mole
Energy: -1131.6984 a.u.



[7]
Here is 3 unconnected molecules or ions with the total composition C14H18F7NO6 in a non-equilibrium geometry from OMol25. Energies are from wB97M-V/def2-TZVPD.

Geometry as ORCA input:
```
! wB97M-V def2-TZVPD RIJCOSX def2/J DEFGRID3
* xyz 0 1
O 2.119 -2.943 -4.334
O -0.918 -0.740 -1.470
C -0.776 -0.180 -0.412
C -0.100 -3.915 -6.359
H -0.192 -4.987 -6.555
C 2.420 -4.847 -2.854
H -3.961 3.547 3.211
H 0.238 2.581 2.723
H 3.048 -1.019 -1.490
O 0.419 -4.402 -4.035
C -2.290 4.490 3.514
H -0.297 -2.546 -4.683
F 2.254 2.593 4.495
C 1.369 -1.134 -0.138
H -0.358 4.930 4.785
N -2.980 3.306 2.953
H -1.642 2.950 5.800
O -2.673 5.683 3.654
F -2.435 0.075 1.293
F -2.799 1.095 -0.577
C 0.341 3.689 3.045
H 2.593 0.534 -0.753
F 1.994 -4.669 -1.582
O 2.301 4.905 4.014
C -2.373 2.154 3.744
C 1.673 -3.945 -3.833
H 0.925 -3.634 -6.613
H 0.954 -2.063 -0.541
C 1.731 3.786 3.885
F 3.748 -4.623 -2.847
H -0.780 -3.374 -7.019
H 1.614 -0.139 -2.045
F 2.256 -6.159 -3.130
C -1.210 2.693 4.760
H -0.441 1.853 4.675
H 1.992 -1.405 0.718
C -0.406 -3.611 -4.906
C -1.821 0.707 0.261
H 0.430 4.363 2.120
O 0.324 -0.286 0.365
F -1.287 1.843 0.772
H -1.849 1.563 2.899
C -0.820 4.139 4.084
H -3.100 1.424 4.257
C 2.208 -0.402 -1.166
H -1.442 -3.881 -4.686
*
```

Values from the calculation:
Molecular weight: 429.28 g mol⁻¹
HOMO level: -10.00 eV
F_max: 6.424 eV/A
Energy: -1749.4906 a.u.



[8]
Here is C2HN3O4 in the gas phase in a non-equilibrium geometry from OMol25. Energies are from wB97M-V/def2-TZVPD.

Geometry as ORCA input:
```
! wB97M-V def2-TZVPD RIJCOSX def2/J DEFGRID3
* xyz 0 1
O -0.123 2.279 -1.091
N 0.238 1.126 -1.257
N -1.077 0.613 0.793
O -1.764 1.565 0.520
O 0.737 0.618 -2.212
N -0.110 0.331 -0.184
O -1.050 -0.029 1.782
C 0.635 -1.200 0.160
C 1.019 -2.282 0.475
H 1.494 -3.022 1.014
*
```

Values from the calculation:
Molecular weight: 131.05 g mol⁻¹
HOMO level: -11.46 eV
F_max: 8.689 eV/A
ΔE to the lowest compared entry with this formula, charge and spin: 210.49 kcal per mole
Energy: -541.6219 a.u.



[9]
Here is a molecular structure, BrH12O6 in a non-equilibrium geometry from OMol25. Energies are from wB97M-V/def2-TZVPD.

Geometry as ORCA input:
```
! wB97M-V def2-TZVPD RIJCOSX def2/J DEFGRID3
* xyz -1 1
O -7.615 -5.281 31.810
H -9.166 -4.459 30.807
H -8.469 -5.288 28.524
H -11.789 -7.712 29.840
H -10.592 -7.617 30.761
H -8.832 -7.849 30.586
O -9.221 -5.814 28.251
H -8.526 -3.355 31.622
Br -9.637 -6.215 30.631
H -8.289 -9.252 30.755
O -11.490 -7.945 30.719
H -11.402 -4.242 29.528
O -8.097 -8.336 30.958
O -10.799 -4.028 30.240
H -8.267 -5.855 31.408
O -8.538 -3.739 30.745
H -9.648 -6.066 29.070
H -10.473 -4.876 30.542
H -8.090 -4.829 32.507
*
```

Values from the calculation:
Molecular weight: 187.99 g mol⁻¹
HOMO level: -4.47 eV
F_max: 6.359 eV/A
ΔE to the lowest compared entry with this formula, charge and spin: 233.00 kcal per mole
Energy: -3032.4205 a.u.



[10]
Here is 2 unconnected molecules or ions with the total composition C2H6ClO2P in a non-equilibrium geometry from OMol25. Energies are from wB97M-V/def2-TZVPD.

Geometry as ORCA input:
```
! wB97M-V def2-TZVPD RIJCOSX def2/J DEFGRID3
* xyz 0 1
O -2.680 2.299 -0.320
H -3.365 -2.392 0.778
Cl -3.942 -1.274 0.802
C 1.366 0.484 0.425
H 0.663 -0.393 -1.415
H 2.048 -0.356 0.615
H 1.101 1.008 1.384
H 1.917 1.242 -0.006
H -0.185 -1.096 0.111
P -1.312 2.393 -0.657
C 0.273 -0.084 -0.403
O -0.845 0.798 -0.596
*
```

Values from the calculation:
Molecular weight: 128.50 g mol⁻¹
HOMO level: -10.32 eV
F_max: 4.530 eV/A
ΔE to the lowest compared entry with this formula, charge and spin: 43.61 kcal per mole
Energy: -1031.8255 a.u.



[11]
Here is C3H8N2OS in the gas phase in a non-equilibrium geometry from OMol25. Energies are from wB97M-V/def2-TZVPD.

Geometry as ORCA input:
```
! wB97M-V def2-TZVPD RIJCOSX def2/J DEFGRID3
* xyz 0 1
C -0.793 -1.204 1.602
N -1.024 0.665 -0.302
H -0.035 1.170 1.867
H 2.293 -0.624 -1.723
O 0.484 -0.107 -2.104
H -1.516 0.624 -2.317
H -0.514 -2.044 1.132
H -0.537 -1.157 2.759
H -1.970 -1.104 1.539
S -0.026 0.210 0.800
H -0.495 1.886 -1.737
N 1.426 -0.069 0.333
C -0.596 0.764 -1.664
C 1.610 0.108 -1.461
H 2.128 0.985 -1.460
*
```

Values from the calculation:
Molecular weight: 120.18 g mol⁻¹
HOMO level: -8.51 eV
F_max: 6.725 eV/A
ΔE to the lowest compared entry with this formula, charge and spin: 165.08 kcal per mole
Energy: -701.8144 a.u.



[12]
Here is a molecular structure, C29H48BeClN4O4Si in a non-equilibrium geometry from OMol25. Energies are from wB97M-V/def2-TZVPD.

Geometry as ORCA input:
```
! wB97M-V def2-TZVPD RIJCOSX def2/J DEFGRID3
* xyz -1 1
H -0.624 2.370 -2.053
C 2.288 2.175 2.607
H 3.196 -0.122 4.435
C -2.979 -1.437 3.397
C 2.166 0.025 4.791
Si 1.144 1.051 3.586
H 0.447 2.975 5.004
H -1.291 -4.258 2.436
H 6.606 -1.465 0.602
O 0.669 1.528 -0.678
H -4.449 1.303 1.484
H 0.533 1.786 -3.801
H 2.086 3.232 2.831
N 0.288 -0.052 2.585
H 2.643 -0.520 0.986
H 2.819 -0.822 -5.942
H 4.711 -1.656 3.076
C -4.652 -0.667 -1.862
C -4.521 0.736 0.555
C -1.701 -4.287 -1.022
H -1.398 -4.527 0.007
C 4.468 -1.995 2.056
H 0.228 -2.616 -3.067
H -0.155 5.102 0.787
H -2.376 0.746 0.244
H 2.720 2.177 -6.323
H 3.339 1.987 2.875
H 6.023 0.078 -0.112
C -2.157 -0.562 -2.165
O -1.161 0.254 -1.755
H -0.813 2.594 3.805
C -3.418 -0.265 -1.350
H -0.941 -1.796 -4.149
H -1.207 -3.485 -3.632
H 3.421 -2.322 2.029
C -5.758 0.299 0.065
H 1.710 -0.967 4.918
H 5.126 -2.838 1.809
C 6.020 -0.557 0.777
C -2.058 -0.480 3.012
H -6.774 -0.748 -1.534
C -3.350 0.440 -0.144
H 1.480 1.066 -6.954
C 1.217 0.920 -3.831
H -2.261 0.588 3.110
H -3.393 -3.553 3.601
H 2.209 0.506 5.778
C -0.163 2.401 -1.048
C -0.727 -0.866 2.598
H -2.401 -0.359 -3.222
C -0.576 -2.252 2.220
C -1.502 -3.199 2.612
C 1.785 1.657 -6.080
C -0.078 2.155 4.497
N 1.964 0.790 -4.921
N 4.658 -0.937 1.076
H -0.893 -4.590 -1.708
C -2.057 -2.845 -1.147
H 3.975 0.194 -5.048
C -1.929 3.984 -0.628
C 3.632 -0.158 0.645
H -1.893 5.073 -0.520
H 2.894 -0.915 -4.149
O 1.276 0.093 -2.878
N -0.610 3.426 -0.326
H 6.479 -0.013 1.617
H -0.633 1.584 5.253
H -0.050 3.588 1.711
H -2.691 3.583 0.060
H -4.660 -1.208 -2.811
C 2.977 -0.260 -5.015
H 0.333 -2.518 1.672
H -2.709 -2.445 -0.366
H -3.929 -1.121 3.832
O 3.758 0.850 -0.057
C -5.816 -0.404 -1.144
H 1.233 4.005 0.529
H -2.210 3.719 -1.655
Cl 1.104 -1.674 -0.595
C -1.656 -2.038 -2.145
C 0.162 4.056 0.741
C -0.841 -2.498 -3.307
H 2.191 2.022 1.523
C -2.690 -2.800 3.245
H -2.585 -4.908 -1.243
H -6.669 0.516 0.621
Be 0.423 -0.022 -1.462
H 1.005 2.391 -5.857
*
```

Values from the calculation:
Molecular weight: 589.28 g mol⁻¹
HOMO level: -2.26 eV
F_max: 3.232 eV/A
Energy: -2418.4434 a.u.



[13]
Here is 4 unconnected molecules or ions with the total composition C10H30N2O4 from OMol25. Energies are from wB97M-V/def2-TZVPD.

Geometry as ORCA input:
```
! wB97M-V def2-TZVPD RIJCOSX def2/J DEFGRID3
* xyz 0 1
H -0.515 0.818 1.957
H 0.457 -0.030 -5.914
H -1.982 -0.061 0.150
C -1.029 1.330 1.136
H 2.168 -1.432 5.338
H 1.547 -0.106 -1.993
C 0.587 -1.546 6.818
H -0.436 -4.196 3.117
H 0.296 2.999 -6.061
C 0.869 2.148 -4.237
H 2.517 1.086 -6.219
H -3.936 -0.789 -1.019
H -1.381 -2.682 3.092
H 2.009 1.603 -1.857
C 0.365 -1.282 4.347
O -2.217 0.651 0.759
H -0.131 2.410 -3.854
H -0.660 -0.912 4.498
H -0.304 1.441 0.324
H 0.955 -2.552 7.013
C 1.211 -0.948 5.547
H -0.499 -1.599 6.711
O 0.376 -2.690 4.193
H 0.814 -0.911 7.675
H 0.569 0.979 5.880
H -3.657 -1.767 -2.477
N 2.120 2.001 -6.414
C 0.815 2.080 -5.763
H 0.307 1.167 -1.911
H 2.137 0.721 6.256
H 0.794 -0.820 3.449
H 0.113 -2.818 2.141
H -1.354 2.317 1.463
H -0.017 0.872 -7.318
C 1.296 0.902 -2.315
H -3.127 -0.087 -2.452
C -3.250 -0.980 -1.837
O 1.306 0.926 -3.714
C -0.370 -3.109 3.086
C -0.020 0.902 -6.225
H -1.055 0.927 -5.893
H 2.770 2.648 -5.975
H 1.550 2.949 -3.905
O -2.007 -1.386 -1.243
H -1.412 -1.673 -1.940
N 1.412 0.499 5.586
*
```

Values from the calculation:
Molecular weight: 242.36 g mol⁻¹
HOMO level: -9.36 eV
F_max: 0.792 eV/A
ΔE to the lowest compared entry with this formula, charge and spin: 10.92 kcal per mole
Energy: -809.3964 a.u.



[14]
Here is a molecular structure, C30H45BrFeN2P2 in a non-equilibrium geometry from OMol25. Energies are from wB97M-V/def2-TZVPD.

Geometry as ORCA input:
```
! wB97M-V def2-TZVPD RIJCOSX def2/J DEFGRID3
* xyz 2 5
H 2.221 0.461 -2.051
H -2.957 -3.577 -0.380
C 2.822 4.378 -1.388
C -2.651 1.212 -1.280
Fe 0.159 -0.131 -0.419
H -0.235 3.575 -0.070
N -5.005 2.100 -2.591
H -0.878 -5.253 0.087
H -2.186 -4.820 1.205
H -1.642 -2.974 -3.411
H -0.565 -1.571 -3.276
C -4.144 1.276 -3.200
C -3.724 -1.705 0.358
H -3.473 -1.791 1.419
H 0.072 2.882 2.404
C -1.289 -0.113 4.363
H 2.592 -2.209 2.942
C -1.449 0.009 2.977
H 1.425 0.538 2.491
H -1.250 1.531 0.313
H -1.906 -0.802 2.401
C -0.379 2.068 2.968
H 5.209 0.327 0.806
H 4.769 0.748 -0.860
C -2.991 0.746 -2.567
H -0.612 -5.325 1.834
Br 4.287 5.449 -1.145
H -0.617 -4.182 -1.608
H -3.039 -2.314 -1.613
P -0.978 -2.154 -0.340
H 0.059 -3.110 -3.904
H 2.710 2.000 0.050
N -1.019 1.090 2.315
C 1.708 4.406 -0.521
H 5.192 2.011 0.290
C 2.781 3.540 -2.526
C -2.791 -2.502 -0.552
H 1.669 5.157 0.262
H 1.281 -1.573 3.966
C -1.103 -4.752 1.034
H 1.737 1.963 -3.548
C 2.095 -1.298 3.278
C 0.656 3.497 -0.693
C 3.336 -1.306 -2.041
C -0.617 -2.665 -3.160
H -3.570 2.147 0.471
C 2.133 -0.488 -1.498
H 4.215 -0.651 -2.074
H -4.326 0.992 -4.247
C -0.588 -3.302 1.079
C -0.278 2.080 4.367
C -0.251 -3.158 -1.754
H 0.025 0.630 -2.524
H -2.340 0.020 -3.063
C -4.783 2.408 -1.299
C 1.510 -0.492 2.114
H -0.988 -2.803 1.972
H -1.584 -1.032 4.874
C 4.672 1.051 0.184
C 1.751 2.612 -2.668
H 0.844 -3.184 -1.612
H 3.541 3.601 -3.312
H 3.157 -1.639 -3.076
H -0.695 0.953 6.160
H 0.165 2.955 4.843
H 3.163 1.431 1.670
H -3.665 -0.631 0.134
C -0.730 0.962 5.070
H -4.757 -2.063 0.223
C -0.076 1.253 -1.613
H 1.143 -0.978 -1.750
P 2.167 -0.295 0.364
C -3.669 1.926 -0.590
H 0.482 -0.871 1.925
H 0.508 -3.294 1.192
H -5.523 3.067 -0.832
H 2.802 -0.695 3.865
H 3.579 -2.174 -1.418
C 3.209 1.190 0.601
C 0.752 2.486 -1.670
C -1.274 1.147 -0.731
*
```

Values from the calculation:
Molecular weight: 631.40 g mol⁻¹
HOMO level (spin up / spin down): -13.38 / -13.63 eV
F_max: 4.556 eV/A
ΔE to the lowest compared entry with this formula, charge and spin: 20.63 kcal per mole
Energy: -5799.3107 a.u.